[1]
Computed, not measured: C46H35ClILaN6O2P2S as an isolated structure at a distorted geometry, with the ωB97M-V functional and the def2-TZVPD basis.

## Properties
electronic energy	-112188.425	eV
total charge	+2
ΔE to the lowest compared entry with this formula, charge and spin	82.0	kJ/mol
E_LUMO	-0.2010	Eh
2S+1	1
HOMO energy	-12.55	eV
Kohn-Sham gap	7.0791	eV

Cartesian coordinates (Å):
La1 -0.100 0.223 1.080
O1 -3.432 1.752 -0.592
S1 -2.394 0.772 -0.855
C1 -3.184 -0.734 -1.485
C2 -4.422 -0.677 -2.105
C3 -4.963 -1.825 -2.662
C4 -4.270 -3.024 -2.591
C5 -3.064 -3.092 -1.913
C6 -2.511 -1.946 -1.343
P1 -1.028 -2.086 -0.279
C7 -1.570 -3.372 0.895
C8 -1.587 -4.732 0.594
C9 -2.121 -5.625 1.506
C10 -2.632 -5.173 2.713
C11 -2.589 -3.824 3.027
C12 -2.056 -2.924 2.123
C13 0.203 -2.923 -1.321
C14 1.197 -3.668 -0.686
C15 2.189 -4.273 -1.432
C16 2.200 -4.128 -2.811
C17 1.230 -3.364 -3.442
C18 0.236 -2.751 -2.701
C19 -1.666 1.326 -2.450
C20 -2.385 1.271 -3.633
C21 -1.892 1.876 -4.777
C22 -0.690 2.567 -4.736
C23 0.035 2.623 -3.561
C24 -0.445 1.996 -2.410
P2 0.577 2.084 -0.903
C25 2.173 1.586 -1.649
C26 2.268 0.224 -1.947
C27 3.399 -0.278 -2.564
C28 4.445 0.577 -2.885
C29 4.360 1.924 -2.578
C30 3.230 2.433 -1.956
C31 0.642 3.856 -0.526
C32 1.645 4.303 0.334
C33 1.673 5.626 0.736
C34 0.686 6.500 0.305
C35 -0.322 6.054 -0.532
C36 -0.353 4.733 -0.950
H1 -4.956 0.262 -2.125
H2 -5.924 -1.784 -3.153
H3 -4.682 -3.914 -3.040
H4 -2.554 -4.039 -1.823
H5 -1.174 -5.097 -0.336
H6 -2.139 -6.678 1.273
H7 -3.057 -5.876 3.412
H8 -2.976 -3.477 3.972
H9 -2.025 -1.861 2.353
H10 1.164 -3.789 0.391
H11 2.950 -4.862 -0.941
H12 2.967 -4.613 -3.394
H13 1.252 -3.247 -4.514
H14 -0.521 -2.150 -3.188
H15 -3.341 0.771 -3.660
H16 -2.456 1.817 -5.696
H17 -0.324 3.068 -5.618
H18 0.972 3.161 -3.522
H19 1.428 -0.432 -1.715
H20 3.460 -1.330 -2.800
H21 5.325 0.198 -3.382
H22 5.174 2.585 -2.834
H23 3.167 3.487 -1.725
H24 2.401 3.605 0.672
H25 2.456 5.974 1.390
H26 0.697 7.527 0.638
H27 -1.093 6.735 -0.856
H28 -1.149 4.386 -1.593
Cl1 -1.297 2.333 7.768
C37 -1.401 1.829 6.127
C38 -2.564 1.253 5.667
C39 -2.667 0.816 4.350
I1 -4.427 -0.052 3.613
C40 -1.611 0.923 3.447
O2 -1.713 0.515 2.216
C41 -0.396 1.511 3.925
N1 0.638 1.582 3.036
C42 1.754 2.169 3.429
C43 1.939 2.706 4.707
C44 0.921 2.612 5.626
C45 -0.290 1.996 5.259
H29 -3.406 1.136 6.332
H30 2.554 2.227 2.698
H31 2.874 3.182 4.953
H32 1.029 3.011 6.623
N2 4.665 -1.131 0.435
N3 3.587 -1.382 1.172
N4 3.542 -2.379 2.004
C46 2.300 -2.335 2.457
N5 1.620 -1.335 1.902
N6 2.461 -0.723 1.080
H33 5.524 -1.528 0.793
H34 4.704 -0.227 -0.016
H35 1.902 -3.026 3.172



[2]
Computed, not measured: a 4-piece molecular cluster, C46H35NO9PS overall at a distorted geometry, with the ωB97M-V functional and the def2-TZVPD basis.

## Properties
electronic energy	-88307.396	eV
total charge	+1
ΔE to the lowest compared entry with this formula, charge and spin	0.0	kJ/mol
E_LUMO	-0.1657	Eh
2S+1	1
HOMO energy	-11.41	eV
Kohn-Sham gap	6.8981	eV

Cartesian coordinates (Å):
C1 -0.878 -2.371 -1.463
C2 -0.209 -1.143 -1.982
C3 1.256 -1.191 -2.202
N1 -0.895 -0.080 -2.303
S1 -1.610 0.962 -1.353
C4 -0.311 1.915 -0.527
P1 -0.781 2.166 1.212
O1 -2.101 2.786 1.233
O2 0.364 3.089 1.819
O3 -0.763 0.770 1.973
H1 -1.957 -2.282 -1.567
H2 -0.538 -3.227 -2.050
H3 -0.593 -2.523 -0.418
H4 1.664 -0.236 -2.524
H5 1.751 -1.549 -1.294
H6 1.490 -1.927 -2.980
H7 -2.037 0.284 -0.255
H8 -0.281 2.894 -1.010
H9 0.655 1.425 -0.678
H10 1.228 2.832 1.457
H11 -0.012 0.184 1.785
C5 -6.446 -5.255 -3.713
C6 -7.462 -6.157 -3.418
C7 -7.272 -7.125 -2.447
C8 -6.061 -7.202 -1.772
C9 -5.033 -6.307 -2.078
C10 -5.236 -5.330 -3.046
C11 -3.712 -6.391 -1.396
O4 -2.821 -5.603 -1.654
C12 -3.514 -7.472 -0.391
C13 -2.275 -7.609 0.223
C14 -2.075 -8.600 1.168
C15 -3.115 -9.457 1.511
C16 -4.351 -9.329 0.901
C17 -4.553 -8.343 -0.056
C18 -5.886 -8.245 -0.719
O5 -6.793 -8.988 -0.418
H12 -6.600 -4.496 -4.469
H13 -8.404 -6.103 -3.947
H14 -8.054 -7.831 -2.203
H15 -4.436 -4.638 -3.271
H16 -1.474 -6.936 -0.052
H17 -1.107 -8.708 1.640
H18 -2.958 -10.227 2.254
H19 -5.168 -9.990 1.155
C19 5.922 -2.582 2.673
C20 6.478 -2.836 3.921
C21 5.951 -2.239 5.055
C22 4.871 -1.375 4.946
C23 4.320 -1.104 3.688
C24 4.846 -1.718 2.557
C25 3.189 -0.156 3.543
O6 2.678 0.071 2.451
C26 2.685 0.508 4.775
C27 1.670 1.437 4.636
C28 1.130 2.063 5.744
C29 1.626 1.755 7.007
C30 2.656 0.835 7.154
C31 3.194 0.210 6.037
C32 4.314 -0.762 6.192
O7 4.758 -1.042 7.281
H20 6.332 -3.055 1.791
H21 7.325 -3.504 4.009
H22 6.372 -2.434 6.032
H23 4.409 -1.507 1.591
H24 1.322 1.625 3.636
H25 0.333 2.786 5.629
H26 1.211 2.237 7.882
H27 3.050 0.594 8.132
C33 1.747 9.468 -6.438
C34 2.754 8.512 -6.504
C35 2.900 7.583 -5.488
C36 2.042 7.613 -4.395
C37 1.041 8.585 -4.320
C38 0.892 9.506 -5.349
C39 0.129 8.666 -3.144
O8 -0.748 9.498 -3.078
C40 0.334 7.683 -2.036
C41 -0.470 7.762 -0.904
C42 -0.305 6.854 0.128
C43 0.664 5.860 0.029
C44 1.469 5.781 -1.095
C45 1.310 6.693 -2.131
C46 2.206 6.595 -3.322
O9 3.033 5.711 -3.402
H28 1.632 10.189 -7.236
H29 3.426 8.493 -7.352
H30 3.676 6.832 -5.529
H31 0.107 10.246 -5.283
H32 -1.218 8.540 -0.845
H33 -0.930 6.917 1.009
H34 0.797 5.148 0.831
H35 2.232 5.018 -1.186